Below is a structure of composition C26H43Cl2N2PSTm, with properties calculated with ωB97M-V/def2-TZVPD.

Properties
Total charge = -1
Multiplicity = 3
Gap between HOMO and LUMO (spin up / spin down) = 4.01 / 4.01 eV
LUMO level (spin up / spin down) = 2.342 / 2.343 eV
HOMO (spin up / spin down) = -1.7 / -1.7 eV

Last column: Löwdin charge in e.
Atoms and positions in Å:
P  -0.606  0.785  -0.302  1.05
C  -1.710  0.717  1.255  -0.43
C  -3.230  0.949  1.138  -0.21
C  -3.878  1.052  2.526  -0.20
C  -3.488  -0.090  3.471  -0.21
C  -2.001  -0.437  3.457  -0.19
C  -1.435  -0.563  2.043  -0.23
C  -1.130  -0.760  -1.265  -0.44
C  -2.621  -1.087  -1.182  -0.22
C  -2.981  -2.206  -2.161  -0.20
C  -2.111  -3.448  -1.958  -0.21
C  -0.618  -3.154  -1.814  -0.19
C  -0.280  -1.979  -0.891  -0.21
C  -1.586  2.058  -1.300  -0.46
C  -1.541  3.435  -0.616  -0.21
C  -2.432  4.449  -1.356  -0.20
C  -2.134  4.546  -2.849  -0.21
C  -2.005  3.188  -3.532  -0.20
C  -1.138  2.171  -2.768  -0.23
H  -1.268  1.583  1.785  0.10
H  -3.691  0.102  0.615  0.09
H  -3.462  1.841  0.532  0.09
H  -4.967  1.051  2.390  0.10
H  -3.589  2.015  2.970  0.11
H  -3.790  0.180  4.487  0.10
H  -4.074  -0.980  3.215  0.11
H  -1.440  0.344  3.984  0.12
H  -1.849  -1.382  3.981  0.11
H  -0.360  -0.778  2.079  0.07
H  -1.909  -1.409  1.528  0.10
H  -0.896  -0.452  -2.299  0.09
H  -2.863  -1.825  -3.184  0.11
H  -3.238  -0.195  -1.378  0.10
H  -2.846  -1.424  -0.160  0.09
H  -4.037  -2.464  -2.019  0.10
H  -2.271  -4.133  -2.796  0.10
H  -2.467  -3.978  -1.068  0.11
H  -0.113  -4.048  -1.442  0.11
H  -0.212  -2.930  -2.807  0.12
H  0.796  -1.749  -0.966  0.10
H  -0.459  -2.247  0.160  0.10
H  -2.642  1.702  -1.299  0.09
H  -1.887  3.337  0.423  0.09
H  -0.499  3.793  -0.570  0.12
H  -3.480  4.152  -1.227  0.11
H  -2.331  5.429  -0.877  0.11
H  -1.198  5.093  -2.980  0.11
H  -2.922  5.126  -3.338  0.10
H  -1.616  3.301  -4.549  0.11
H  -3.008  2.757  -3.634  0.11
H  -1.222  1.188  -3.253  0.09
H  -0.068  2.425  -2.816  0.06
Tm  2.564  0.768  0.075  0.35
Cl  2.123  0.943  -2.367  -0.16
Cl  1.907  1.101  2.458  -0.17
C  4.118  -0.895  0.465  -0.34
H  5.109  -0.792  -0.028  -0.03
C  3.978  -2.152  1.099  -0.41
C  4.941  -3.236  1.080  -0.10
C  4.620  -4.497  1.557  -0.17
C  3.364  -4.761  2.122  -0.19
C  2.461  -3.707  2.266  -0.16
C  2.749  -2.428  1.821  -0.12
H  5.941  -3.065  0.662  0.08
H  5.331  -5.320  1.485  0.08
H  1.508  -3.931  2.742  0.08
H  2.026  -1.633  2.051  0.03
H  3.090  -5.758  2.467  0.07
N  7.077  2.337  -0.454  0.08
C  5.991  1.973  0.270  -0.85
N  6.173  1.118  1.291  0.09
S  4.430  2.668  -0.038  0.52
H  7.932  1.798  -0.460  0.10
H  6.918  2.825  -1.339  0.10
H  5.351  0.727  1.766  0.08
H  7.099  0.864  1.631  0.12

Below is a structure of composition C26H43ClF6N4ORe, with properties calculated with ωB97M-V/def2-TZVPD.

Properties
Total charge = -2
Multiplicity = 4
Gap between HOMO and LUMO (spin up / spin down) = 1.65 / 3.89 eV
Energy above the lowest of the compared OMol25 structures with the same formula, charge and spin = 0.00 kcal/mol
LUMO level (spin up / spin down) = 4.192 / 4.170 eV
HOMO (spin up / spin down) = 2.5 / 0.3 eV

Last column: Löwdin charge in e.
Atoms and positions in Å:
Re  1.482  1.404  0.546  0.72
Cl  -0.698  1.689  0.794  -0.16
C  4.450  3.874  1.732  -0.10
C  2.545  2.632  1.757  -0.28
N  3.132  3.846  1.366  -0.08
H  5.606  2.451  2.961  0.10
N  3.544  2.038  2.529  -0.09
H  5.132  4.663  1.454  0.09
C  2.514  4.723  0.365  -0.60
C  3.235  6.060  0.367  -0.06
C  2.587  3.998  -0.968  -0.07
H  4.270  5.980  0.017  0.07
H  2.712  6.747  -0.309  0.08
H  3.219  6.512  1.367  0.09
H  0.639  5.690  0.064  0.08
H  0.940  5.237  1.768  0.09
H  2.019  3.012  -0.921  0.02
C  1.054  4.919  0.727  -0.08
H  3.629  3.785  -1.238  0.08
H  2.117  4.621  -1.741  0.08
H  0.464  4.006  0.569  -0.01
C  4.696  2.771  2.482  -0.10
C  4.354  -0.263  2.419  -0.04
H  5.397  0.078  2.416  0.08
H  4.300  -1.239  2.923  0.09
C  3.448  0.714  3.156  -0.59
H  1.915  -0.721  3.484  0.09
C  3.940  0.826  4.596  -0.05
H  3.392  1.596  5.150  0.09
H  4.028  -0.400  1.380  0.06
H  1.603  0.151  1.973  0.00
H  5.013  1.051  4.643  0.07
H  3.783  -0.135  5.100  0.08
C  1.999  0.285  3.061  -0.09
H  1.350  0.958  3.625  0.09
C  -5.630  -3.109  -2.310  -0.15
N  -4.789  -2.061  -1.981  -0.07
H  -5.935  -5.009  -1.250  0.05
N  -4.527  -3.543  -0.465  -0.06
H  -6.267  -3.127  -3.174  0.06
C  -4.628  -0.793  -2.692  -0.60
C  -5.491  -0.779  -3.933  -0.14
C  -5.013  0.330  -1.739  -0.06
H  -6.556  -0.857  -3.687  0.06
H  -5.337  0.177  -4.447  0.07
H  -5.211  -1.579  -4.629  0.07
H  -3.001  0.299  -3.557  0.08
H  -2.828  -1.467  -3.690  0.08
H  -4.388  0.303  -0.839  0.08
C  -3.153  -0.652  -3.033  -0.06
H  -6.068  0.253  -1.452  0.08
H  -4.861  1.290  -2.247  0.08
H  -2.546  -0.659  -2.121  0.07
C  -5.463  -4.049  -1.348  -0.17
C  -4.367  -3.258  1.927  -0.09
H  -5.453  -3.162  2.048  0.07
H  -3.954  -3.692  2.846  0.07
C  -4.033  -4.176  0.760  -0.61
H  -2.118  -4.699  1.563  0.07
C  -4.662  -5.539  0.939  -0.24
H  -4.415  -6.213  0.109  0.04
H  -3.928  -2.267  1.773  0.07
H  -2.086  -3.278  0.483  0.07
H  -5.751  -5.473  1.050  0.04
H  -4.263  -5.986  1.857  0.06
C  -2.520  -4.271  0.638  -0.07
H  -2.240  -4.924  -0.197  0.08
C  -4.080  -2.332  -0.865  -0.01
C  1.674  -0.307  -2.499  0.00
C  2.830  -0.440  -1.533  -0.40
O  2.630  0.184  -0.273  -0.37
C  3.097  -1.962  -1.223  -0.50
F  3.295  -2.714  -2.342  0.12
F  4.160  -2.135  -0.399  0.13
F  2.010  -2.471  -0.573  0.13
C  4.156  0.185  -2.098  -0.50
F  4.670  -0.493  -3.162  0.12
F  3.910  1.464  -2.518  0.12
F  5.116  0.277  -1.145  0.13
H  0.828  -0.892  -2.113  0.10
H  1.986  -0.703  -3.471  0.10
H  1.389  0.750  -2.601  0.09

Below is a cluster of 2 separate species, C26H43F4N3O in total, with properties calculated with ωB97M-V/def2-TZVPD.

Properties
Gap between HOMO and LUMO = 10.13 eV
SMILES = CCCCCC[C@@](C#N)([C@@H](C#N)CCCCCCCCCCCOC)C(F)(F)C(F)F.CC#N
LUMO level = 0.521 eV
HOMO = -9.6 eV

Last column: Löwdin charge in e.
Atoms and positions in Å:
C  4.204  -6.265  -0.864  -0.14
C  5.094  -5.457  0.217  -0.25
C  5.783  -4.099  -0.401  -0.19
C  5.004  -2.857  0.268  -0.23
C  5.859  -1.492  0.381  -0.18
C  5.536  -0.466  -0.816  -0.12
C  4.738  0.876  -0.365  -0.24
C  4.899  1.893  -1.629  -0.12
N  5.032  2.684  -2.531  0.16
C  3.152  0.610  -0.253  -0.21
C  2.719  -0.482  0.826  -0.12
N  2.591  -1.169  1.822  0.15
C  2.252  1.925  -0.001  -0.15
C  0.957  1.786  -0.996  -0.20
C  -0.370  2.490  -0.425  -0.20
C  -1.631  1.731  -1.146  -0.24
C  -3.044  2.035  -0.440  -0.21
C  -4.278  1.204  -1.120  -0.20
C  -5.054  0.409  0.070  -0.22
C  -6.614  0.130  -0.231  -0.21
C  -7.514  0.420  1.107  -0.19
C  -9.079  0.465  0.621  -0.16
C  -9.618  -1.071  0.661  -0.24
O  -9.198  -1.690  -0.584  -0.26
C  -9.708  -3.050  -0.706  -0.11
C  5.390  1.649  0.884  -0.26
F  4.879  1.273  2.164  0.06
F  5.063  3.065  0.728  0.01
C  6.993  1.582  0.976  -0.15
F  7.675  1.764  -0.263  0.03
F  7.433  2.669  1.839  0.00
H  4.562  -7.366  -0.925  0.07
H  4.205  -5.818  -1.918  0.06
H  3.099  -6.302  -0.514  0.07
H  5.920  -6.127  0.682  0.10
H  4.379  -5.207  1.098  0.10
H  6.919  -4.092  -0.247  0.11
H  5.483  -4.114  -1.523  0.10
H  4.076  -2.654  -0.404  0.11
H  4.576  -3.071  1.317  0.10
H  5.743  -1.051  1.433  0.10
H  6.974  -1.795  0.262  0.12
H  4.849  -0.988  -1.597  0.13
H  6.465  -0.121  -1.411  0.13
H  2.828  0.190  -1.288  0.15
H  1.835  1.856  1.064  0.12
H  2.757  2.918  -0.259  0.11
H  0.739  0.642  -1.034  0.10
H  1.221  2.078  -2.083  0.13
H  -0.524  2.363  0.703  0.11
H  -0.450  3.595  -0.777  0.11
H  -1.629  1.961  -2.270  0.12
H  -1.451  0.586  -1.031  0.11
H  -2.941  1.696  0.665  0.11
H  -3.244  3.160  -0.525  0.11
H  -3.888  0.395  -1.838  0.11
H  -4.984  1.888  -1.714  0.11
H  -4.502  -0.588  0.219  0.12
H  -4.996  1.066  1.008  0.09
H  -6.707  -1.003  -0.470  0.11
H  -7.016  0.702  -1.145  0.11
H  -7.188  1.446  1.545  0.11
H  -7.355  -0.421  1.868  0.11
H  -9.157  0.799  -0.480  0.11
H  -9.715  1.175  1.268  0.11
H  -9.175  -1.610  1.578  0.12
H  -10.775  -1.088  0.786  0.13
H  -10.333  -3.104  -1.679  0.10
H  -8.810  -3.761  -0.866  0.10
H  -10.344  -3.343  0.199  0.09
H  7.286  0.605  1.529  0.18
C  2.444  5.133  1.716  -0.07
C  1.204  5.689  1.076  -0.24
N  0.223  6.129  0.570  0.11
H  2.253  4.123  2.082  0.06
H  3.256  5.099  0.986  0.07
H  2.746  5.764  2.554  0.08

Below is a structure of composition C26H44AsFN4NaO10SSbTe, with properties calculated with ωB97M-V/def2-TZVPD.

Properties
Total charge = -2
Gap between HOMO and LUMO = 4.50 eV
Energy above the lowest of the compared OMol25 structures with the same formula, charge and spin = 38.18 kcal/mol
LUMO level = 3.586 eV
HOMO = -0.9 eV

Last column: Löwdin charge in e.
Atoms and positions in Å:
Na  0.721  -0.646  0.454  0.20
C  -5.061  -0.802  -1.059  -0.06
N  -3.927  0.041  -1.379  -0.14
C  -3.662  0.309  -2.776  -0.05
C  -2.957  0.329  -0.449  -0.42
O  -1.896  0.834  -0.739  0.00
C  -3.330  -0.056  0.978  -0.13
O  -2.210  0.047  1.818  -0.11
C  -2.090  -1.025  2.711  -0.14
C  -0.635  -1.123  3.161  -0.39
O  0.204  -0.318  2.806  0.04
N  -0.315  -2.190  3.957  -0.14
C  -1.254  -3.217  4.328  -0.07
C  1.088  -2.483  4.176  -0.04
H  -5.723  -0.827  -1.925  0.09
H  -5.637  -0.408  -0.219  0.08
H  -4.758  -1.829  -0.829  0.08
H  -3.615  -0.619  -3.355  0.08
H  -2.704  0.814  -2.848  0.04
H  -4.440  0.947  -3.205  0.09
H  -3.712  -1.077  0.962  0.10
H  -4.142  0.613  1.308  0.14
H  -2.367  -1.968  2.229  0.11
H  -2.735  -0.876  3.595  0.13
H  -2.277  -2.852  4.299  0.07
H  -1.052  -3.548  5.351  0.08
H  -1.187  -4.089  3.665  0.10
H  1.685  -1.968  3.422  0.05
H  1.246  -3.559  4.061  0.09
H  1.411  -2.191  5.181  0.09
Te  -0.085  3.130  0.970  0.61
C  1.059  4.730  1.767  -1.10
C  1.177  6.032  1.340  -0.30
C  2.054  6.828  2.127  -0.25
C  2.613  6.134  3.160  -0.49
S  2.051  4.510  3.155  0.84
H  0.643  6.395  0.473  0.08
H  2.262  7.872  1.928  0.08
H  3.311  6.500  3.897  0.03
C  2.395  -2.161  -2.524  -0.01
C  2.869  -1.016  -1.619  -0.75
O  4.082  -0.973  -1.324  -0.08
O  1.970  -0.216  -1.249  -0.18
H  3.217  -2.812  -2.816  0.06
H  1.904  -1.753  -3.411  0.05
H  1.639  -2.741  -1.991  0.05
C  3.658  1.507  0.433  -0.20
As  3.591  -0.047  1.564  1.01
C  5.394  -0.717  1.680  -0.21
C  3.268  0.757  3.295  -0.21
O  2.543  -1.330  1.418  -0.51
H  4.305  2.203  0.972  0.04
H  2.652  1.923  0.346  -0.03
H  4.050  1.214  -0.533  0.02
H  6.069  0.083  1.982  0.03
H  5.667  -1.106  0.701  0.02
H  5.400  -1.516  2.422  0.03
H  4.032  1.506  3.510  0.02
H  3.274  -0.024  4.055  0.02
H  2.285  1.227  3.266  0.01
C  -0.066  1.481  -5.688  -0.38
Sb  0.309  1.305  -3.546  1.30
C  2.356  1.927  -3.658  -0.33
C  -0.466  3.281  -3.221  -0.35
H  0.193  2.484  -6.030  -0.02
H  -1.122  1.296  -5.889  -0.02
H  0.520  0.751  -6.249  -0.02
H  2.462  2.704  -4.417  -0.01
H  3.004  1.082  -3.885  0.00
H  2.638  2.314  -2.681  0.00
H  0.078  3.979  -3.858  -0.01
H  -0.366  3.553  -2.171  -0.07
H  -1.524  3.291  -3.488  -0.01
F  0.541  -6.852  -1.736  0.08
C  -0.461  -6.120  -2.241  -0.18
C  -0.649  -4.834  -1.910  0.07
N  -1.677  -4.078  -2.425  0.03
C  -1.830  -2.689  -1.957  -0.02
C  -1.835  -2.666  -0.405  -0.66
O  -2.839  -3.150  0.152  -0.02
O  -0.804  -2.187  0.116  -0.01
C  -2.582  -4.603  -3.304  -0.47
O  -3.511  -4.000  -3.805  0.06
N  -2.358  -5.943  -3.617  0.21
C  -1.361  -6.791  -3.167  -0.42
O  -1.288  -7.952  -3.528  0.06
H  -0.006  -4.322  -1.205  0.15
H  -2.782  -2.344  -2.354  0.09
H  -1.012  -2.087  -2.355  0.13
H  -3.024  -6.336  -4.264  0.16

Below is a structure of composition C26H44BCsN12O7P, with properties calculated with ωB97M-V/def2-TZVPD.

Properties
Total charge = -1
Gap between HOMO and LUMO = 7.61 eV
Energy above the lowest of the compared OMol25 structures with the same formula, charge and spin = 16.74 kcal/mol
LUMO level = 1.776 eV
HOMO = -5.8 eV

Last column: Löwdin charge in e.
Atoms and positions in Å:
Cs  0.639  1.245  0.718  1.52
C  0.076  -4.605  4.742  -0.10
C  -0.906  -4.119  3.862  -0.20
N  -0.992  -2.799  3.907  0.07
N  -0.064  -2.402  4.804  -0.06
C  0.584  -3.463  5.322  -0.13
B  0.030  -0.941  5.290  -0.54
N  1.507  -0.455  5.232  -0.04
C  1.965  0.659  5.830  -0.10
C  3.295  0.818  5.498  -0.08
C  3.562  -0.285  4.674  -0.18
N  2.485  -1.044  4.520  0.05
N  -0.881  -0.014  4.463  -0.06
C  -2.046  0.511  4.889  -0.10
C  -2.561  1.294  3.883  -0.08
C  -1.605  1.185  2.860  -0.27
N  -0.601  0.388  3.210  -0.04
H  0.379  -5.623  4.916  0.07
H  -1.549  -4.668  3.190  0.09
H  1.362  -3.325  6.056  0.11
H  -0.355  -0.848  6.439  0.11
H  1.307  1.258  6.437  0.12
H  3.961  1.609  5.797  0.08
H  4.487  -0.560  4.188  0.09
H  -2.415  0.279  5.875  0.11
H  -3.477  1.860  3.884  0.08
H  -1.625  1.659  1.890  0.01
O  -1.867  -1.677  -0.899  -0.08
C  -1.460  -2.281  -2.105  -0.29
C  -0.659  -3.532  -1.795  -0.16
C  0.598  -3.190  -0.983  -0.15
C  1.588  -2.356  -1.745  -0.30
C  2.546  -2.938  -2.577  -0.04
C  3.400  -2.125  -3.303  -0.08
C  3.284  -0.749  -3.176  -0.07
C  2.324  -0.256  -2.305  -0.16
N  1.498  -1.028  -1.603  0.12
H  -1.904  -0.721  -1.119  0.02
H  -0.813  -1.581  -2.648  0.10
H  -2.307  -2.510  -2.766  0.11
H  -0.398  -4.035  -2.733  0.11
H  -1.266  -4.223  -1.205  0.11
H  1.070  -4.105  -0.613  0.11
H  0.272  -2.617  -0.117  0.09
H  2.597  -4.017  -2.658  0.11
H  4.143  -2.559  -3.962  0.10
H  3.924  -0.071  -3.725  0.10
H  2.208  0.814  -2.161  0.09
N  1.820  -2.587  2.000  0.09
N  2.912  -2.487  1.132  0.00
C  3.530  -1.358  0.763  -0.41
N  4.604  -1.456  -0.029  0.20
N  2.968  -0.241  1.232  0.03
N  3.574  0.947  1.029  -0.49
O  2.979  1.895  1.520  -0.21
O  4.622  1.086  0.379  0.00
H  1.044  -2.030  1.657  0.06
H  2.087  -2.199  2.912  0.05
H  3.219  -3.356  0.733  0.14
H  4.937  -2.354  -0.328  0.11
H  5.077  -0.598  -0.261  0.08
C  -3.880  3.922  0.204  -0.03
C  -3.419  3.563  -1.202  -0.62
C  -4.252  2.411  -1.746  -0.03
C  -3.502  4.774  -2.122  -0.03
O  -2.019  3.231  -1.046  -0.16
P  -1.158  2.170  -1.891  0.20
O  0.246  2.335  -1.417  -0.64
O  -1.761  0.805  -1.817  -0.29
O  -1.357  2.763  -3.384  -0.17
C  -1.013  2.024  -4.583  -0.62
C  0.260  1.207  -4.392  -0.04
C  -2.181  1.120  -4.955  -0.03
C  -0.799  3.097  -5.639  -0.03
H  -4.899  4.316  0.184  0.09
H  -3.219  4.679  0.629  0.09
H  -3.860  3.041  0.846  0.08
H  -5.296  2.732  -1.777  0.09
H  -4.166  1.529  -1.113  0.09
H  -3.945  2.132  -2.753  0.07
H  -4.540  5.098  -2.225  0.08
H  -3.106  4.529  -3.107  0.07
H  -2.917  5.598  -1.709  0.09
H  0.113  0.414  -3.658  0.06
H  1.077  1.843  -4.049  0.09
H  0.536  0.750  -5.346  0.09
H  -2.374  0.410  -4.152  0.07
H  -1.956  0.573  -5.875  0.09
H  -3.080  1.718  -5.121  0.08
H  0.007  3.766  -5.337  0.09
H  -1.709  3.686  -5.765  0.08
H  -0.542  2.644  -6.599  0.08

| no. | F_max (eV Å⁻¹) |
| --- | --- |
| 1 | 1.86 |
| 2 | 5.32 |
| 3 | 6.95 |
| 4 | 0.75 |
| 5 | 2.46 |